{
  "formula": "CH12N2O3",
  "method": "wB97M-V/def2-TZVPD",
  "symbols": ["H", "H", "O", "H", "H", "N", "C", "H", "H", "N", "H", "H", "H", "H", "O", "H", "H", "O"],
  "coordinates": [[1.21776, -1.50699, 1.53035], [-1.01767, -1.26669, 0.89057], [-4.46016, -1.87899, -2.27674], [2.36044, 0.27884, 0.55225], [1.70293, 0.00481, -0.90590], [-0.40186, -0.68768, 0.33469], [0.98223, -1.25534, 0.49578], [1.42514, 2.49363, -0.05441], [0.95417, -2.23514, -0.00248], [2.00109, -0.42747, -0.05348], [-5.42638, -1.78958, -2.28997], [2.32842, 3.59300, -0.45372], [-4.23975, -2.01308, -3.19976], [0.09027, 0.99158, 1.75597], [2.32381, 2.64450, -0.36213], [-0.67961, -0.91008, -0.61179], [0.22495, 2.17518, 2.72359], [0.61422, 1.78951, 1.92719]],
  "nbo_charge": [0.1807, 0.3526, -0.9356, 0.3833, 0.3596, -0.8748, -0.0571, 0.4846, 0.1479, -0.8409, 0.4686, 0.4629, 0.4672, 0.4926, -0.9487, 0.3570, 0.4702, -0.9703],
  "e_homo_ev": -9.069,
  "homo_lumo_gap_ev": 9.84,
  "multiplicity": 1,
  "e_above_lowest_kj_mol": 54.1,
  "smiles": "NCN.O.O.O"
}

=====

{
  "formula": "CH12N2O3",
  "method": "wB97M-V/def2-TZVPD",
  "symbols": ["H", "H", "C", "H", "H", "N", "H", "O", "H", "H", "H", "N", "O", "H", "H", "H", "O", "H"],
  "coordinates": [[-2.66996, -0.58167, 2.34495], [1.43011, -0.83358, 0.80259], [1.54900, 1.15779, 0.23307], [-0.46001, 0.91664, 0.54416], [-1.55325, 0.25701, -1.90941], [1.81919, 0.07179, 1.11647], [-1.37461, -0.92201, 1.48927], [-2.18714, -0.41032, 1.51970], [-0.63399, -2.73007, -0.40883], [-0.77961, 0.14669, -3.24849], [0.14130, 2.29845, 1.14251], [0.18995, 1.67824, 0.33843], [-0.02244, -2.10437, -0.82327], [-0.57909, -1.71795, -1.51595], [2.26266, 1.95013, 0.43266], [1.76823, 0.82257, -0.78569], [-1.63604, 0.00120, -2.83355], [2.73570, -0.00056, 1.56140]],
  "nbo_charge": [0.5013, 0.4326, -0.1358, 0.3901, 0.4617, -0.3216, 0.4610, -0.9583, 0.4881, 0.4738, 0.3900, -0.6682, -0.9837, 0.4969, 0.2337, 0.2398, -0.9282, 0.4267],
  "e_homo_ev": [-14.888, -14.887],
  "s2": 0.76,
  "homo_lumo_gap_ev": [11.32, 5.90],
  "multiplicity": 2,
  "e_above_lowest_kj_mol": 6.2,
  "total_charge": 1
}

=====

{
  "formula": "CH12N2O4",
  "method": "wB97M-V/def2-TZVPD",
  "symbols": ["H", "H", "H", "H", "C", "H", "O", "O", "H", "O", "H", "H", "O", "N", "H", "H", "H", "H", "N"],
  "coordinates": [[1.60557, -3.32330, -2.39113], [-2.66551, -0.36991, -1.33663], [2.70100, -1.79851, 1.94054], [2.58812, 6.85970, -1.98588], [0.82086, -0.95995, 1.70608], [2.63199, 5.48315, -1.32183], [-4.42200, 0.17730, 0.80305], [1.36615, -3.48223, -1.48910], [1.44519, -2.82093, 2.41554], [-2.13340, -0.38940, -2.14551], [-4.82600, 0.41182, 1.64299], [-0.20045, -1.28834, 2.04157], [2.82196, 6.41464, -1.16407], [1.04573, 0.02302, 0.94019], [-3.49578, 0.33896, 1.01200], [0.17070, 0.54133, 0.86444], [1.58098, -2.89754, -0.76716], [-2.74966, -0.91887, -2.66946], [1.71454, -2.00095, 1.90436]],
  "nbo_charge": [0.4886, 0.4614, 0.3936, 0.4677, 0.2704, 0.4699, -0.9318, -0.9884, 0.3911, -0.9257, 0.4706, 0.1340, -0.9376, -0.6868, 0.4613, 0.3386, 0.4984, 0.4645, -0.8397],
  "e_homo_ev": -9.684,
  "homo_lumo_gap_ev": 9.94,
  "multiplicity": 1,
  "e_above_lowest_kj_mol": 172.6,
  "smiles": "[H]/N=C/N.O.O.O.O"
}

=====

{
  "formula": "CH12N2O4",
  "method": "wB97M-V/def2-TZVPD",
  "symbols": ["H", "O", "C", "N", "H", "H", "O", "H", "H", "H", "H", "O", "H", "H", "H", "O", "H", "N", "H"],
  "coordinates": [[-0.46656, 2.39281, 0.99843], [-1.27615, -1.03129, -1.71022], [-0.38235, 1.65950, 0.19667], [-1.47731, 0.69387, 0.23266], [1.24270, 0.39040, -2.67558], [1.28337, -2.71382, 0.54383], [1.08403, -1.78016, 0.45589], [-1.60609, -0.04739, -0.50523], [1.11260, 0.63170, 1.20031], [1.28167, 0.70255, -0.56056], [-0.35391, -0.58285, -1.66339], [0.72967, 0.46583, -1.86004], [-1.33490, 0.23302, 1.13469], [-1.08901, -1.58520, -2.53427], [0.62994, -1.43436, 1.28713], [0.00960, -0.51857, 2.48286], [-0.37149, 2.19017, -0.75543], [0.98444, 1.16565, 0.33739], [-0.00027, -0.83186, 3.39486]],
  "nbo_charge": [0.2025, -1.0048, -0.1378, -0.5488, 0.4686, 0.4687, -1.0083, 0.4413, 0.4200, 0.4289, 0.5083, -0.9607, 0.4118, 0.4864, 0.5042, -1.0222, 0.2282, -0.3410, 0.4547],
  "e_homo_ev": -9.496,
  "homo_lumo_gap_ev": 4.39,
  "multiplicity": 1,
  "e_above_lowest_kj_mol": 854.2
}

=====

{
  "formula": "CH12N4P2Si",
  "method": "wB97M-V/def2-TZVPD",
  "symbols": ["H", "H", "H", "H", "H", "H", "N", "H", "H", "H", "N", "N", "H", "P", "H", "C", "H", "N", "Si", "P"],
  "coordinates": [[3.07933, 1.21559, -0.76446], [1.90499, -2.52577, -0.06671], [-0.38537, -3.40732, -0.49402], [-1.48583, 1.31637, 1.16830], [0.42310, -2.36342, 1.62345], [1.02945, -0.45981, 1.77314], [-2.41559, 1.10381, -1.18817], [-1.96752, 1.96883, -1.29334], [2.03829, 0.78600, 2.09943], [-2.93758, 0.89137, -2.05166], [-1.81390, 0.39374, 1.22654], [1.72095, 0.16713, 1.37930], [-2.57878, 0.34283, 1.90873], [-1.93329, -0.31260, -0.40028], [1.90316, 1.92742, -1.83485], [-0.11467, -0.50668, -0.61999], [0.13486, -0.58434, -1.71392], [2.06375, 1.21352, -1.07200], [0.47785, -2.27346, 0.22148], [0.85681, 1.10679, 0.09904]],
  "nbo_charge": [0.3927, -0.1515, -0.1549, 0.3623, -0.1790, 0.3767, -1.1867, 0.3857, 0.3848, 0.3870, -1.1755, -1.1754, 0.3966, 1.1770, 0.4088, -1.2565, 0.2581, -1.1177, 0.8347, 1.0329],
  "e_homo_ev": [-3.910, -8.794],
  "s2": 2.01,
  "homo_lumo_gap_ev": [4.89, 6.74],
  "multiplicity": 3
}

=====

{
  "formula": "CH12NO3",
  "method": "wB97M-V/def2-TZVPD",
  "symbols": ["H", "H", "H", "O", "H", "H", "O", "H", "O", "N", "H", "H", "H", "C", "H", "H", "H"],
  "coordinates": [[0.04981, -1.66426, 1.69457], [2.64461, 1.72119, 1.06880], [2.44297, 1.85233, -0.38958], [2.04031, 1.52227, 0.38905], [0.24690, -2.52939, 0.13308], [-0.13247, 2.05737, 1.84943], [-0.96255, -1.06954, -2.38885], [-1.46513, -0.38693, -2.88922], [-1.05652, 2.00502, 1.46460], [0.01447, -0.42420, -0.04666], [-0.60829, 0.33662, 0.18931], [-1.73690, 2.49979, 1.96353], [-1.32388, -1.77419, 0.50719], [-0.24637, -1.74070, 0.64927], [0.93537, 0.02595, 0.12049], [-0.09731, -0.72498, -1.21011], [-0.74500, -1.70634, -3.10488]],
  "nbo_charge": [0.2271, 0.4923, 0.4922, -0.9601, 0.2192, 0.4960, -0.9366, 0.5165, -0.9963, -0.7622, 0.4467, 0.5085, 0.2247, -0.4045, 0.4470, 0.4738, 0.5159],
  "e_homo_ev": -15.145,
  "homo_lumo_gap_ev": 12.10,
  "multiplicity": 1,
  "e_above_lowest_kj_mol": 99.6,
  "total_charge": 1
}

=====

Number 1: M 100.118 g/mol. Number 2: M 100.118 g/mol. Number 3: M 116.117 g/mol. Number 4: M 116.117 g/mol. Number 5: M 170.169 g/mol. Number 6: M 86.111 g/mol.